2 unconnected molecules or ions with the total composition C4H7ClN at a distorted geometry, computed with ωB97M-V with the def2-TZVPD basis set.

Element x y z (Å)
C: -1.835 -1.249 -0.700
C: 1.994 1.433 0.840
C: -0.499 -1.739 -1.068
C: 0.686 1.440 1.012
N: -0.570 -0.510 -0.817
Cl: -0.170 0.108 1.744
H: -2.581 -1.113 -1.474
H: -2.220 -1.407 0.301
H: 2.480 2.297 0.419
H: 2.616 0.602 1.124
H: 0.163 -2.532 -1.343
H: 0.043 2.280 0.792
H: -0.106 0.392 -0.830

The value obtained for the energy above the lowest of the compared OMol25 structures with the same formula, charge and spin is 84.04 kcal/mol. Its LUMO energy is -5.236 eV. Its net charge is +1. The gap between HOMO and LUMO is 0.322 hartree. The HOMO energy comes out at -14.0 eV.

=====

2 unconnected molecules or ions with the total composition C4H7ClN2 at a distorted geometry, computed with ωB97M-V with the def2-TZVPD basis set.

Element x y z (Å)
C: 2.059 -0.784 0.901
C: 0.959 -1.614 -1.222
C: -2.187 1.553 0.634
C: 1.270 -0.472 -0.252
N: 2.809 -1.000 1.765
N: 0.650 0.632 -0.192
Cl: -3.630 0.976 -0.252
H: 1.874 -2.238 -1.398
H: 0.618 -1.184 -2.109
H: 0.115 -2.233 -0.821
H: -2.227 1.179 1.642
H: -1.235 1.227 0.180
H: -2.006 2.664 0.603
H: 0.930 1.294 0.524

The value obtained for the energy above the lowest of the compared OMol25 structures with the same formula, charge and spin is 48.52 kcal/mol. Its LUMO energy is -0.226 eV. The gap between HOMO and LUMO is 0.376 hartree. The SMILES is [H]/N=C(/C)C#N.CCl. The HOMO energy comes out at -10.4 eV.

=====

C4H7ClN2O in the gas phase at a distorted geometry, computed with ωB97M-V with the def2-TZVPD basis set.

Element x y z (Å)
C: 2.566 -0.632 0.640
C: 1.738 0.535 0.280
C: 0.467 0.479 -0.119
C: -0.230 -0.812 -0.497
H: 1.959 -1.558 0.711
H: 3.013 -0.499 1.636
H: 3.381 -0.753 -0.103
H: 2.180 1.541 0.348
H: -2.032 -1.764 -0.612
H: -1.634 -1.357 1.790
H: -2.987 -0.576 1.171
N: -1.586 -0.971 -0.173
N: -1.984 -0.616 1.151
O: 0.336 -1.714 -1.123
Cl: -0.519 1.904 -0.273

The value obtained for the energy above the lowest of the compared OMol25 structures with the same formula, charge and spin is 30.94 kcal/mol. Its LUMO energy is 0.569 eV. The gap between HOMO and LUMO is 0.364 hartree. The SMILES is C/C=C(/Cl)C(=O)NN. The HOMO energy comes out at -9.3 eV.

=====

2 unconnected molecules or ions with the total composition C4H7ClN2S at a distorted geometry, computed with ωB97M-V with the def2-TZVPD basis set.

Element x y z (Å)
C: -0.098 2.063 0.148
C: -0.193 -0.520 0.350
C: 0.197 -1.691 -0.010
C: 0.908 -2.173 -1.207
H: -1.334 2.770 3.403
H: 0.132 2.804 -0.537
H: 0.506 0.811 -1.192
H: -0.778 -0.404 1.141
H: -0.539 -2.446 0.386
H: 1.882 -2.717 -1.171
H: 0.324 -2.772 -1.706
N: -0.813 2.778 1.034
N: 0.208 0.732 -0.078
S: -1.957 1.695 1.980
Cl: 1.556 -0.931 -2.540

The value obtained for the energy above the lowest of the compared OMol25 structures with the same formula, charge and spin is 127.45 kcal/mol. Its LUMO energy is -0.481 eV. The gap between HOMO and LUMO is 0.291 hartree. The HOMO energy comes out at -8.4 eV.

=====

> Look up the gap between HOMO and LUMO of the second one.

0.376 hartree

=====

> The highest LUMO belongs to which entry?

C4H7ClN2O